# 1
Below is an isolated ion of composition C39H50N3OSi and charge +1 in a non-equilibrium geometry, with properties calculated with ωB97M-V/def2-TZVPD.

As for the HOMO-LUMO gap: 7.41 eV. The spin multiplicity is 1. The total energy is -55644.4646 eV. The net charge is +1. The relative energy (zero: lowest compared OMol25 entry of this formula, charge and spin) is 0.0 kcal per mole.

Geometry (Å):
C: 7.16011 -4.44935 0.65390
N: 6.08279 -4.61320 -0.30317
C: 6.22632 -5.66393 -1.28208
C: 4.98678 -3.82119 -0.22570
C: 4.88580 -2.90483 0.85206
C: 3.80394 -2.06629 0.94555
C: 2.75357 -2.10989 0.00849
C: 1.61679 -1.26070 0.25635
C: 0.54399 -1.17961 -0.55608
C: -0.79528 -0.49991 -0.33256
C: -1.85618 -1.67911 -0.27902
C: -3.18378 -1.43621 0.10853
C: -4.11620 -2.46096 0.29197
C: -3.72464 -3.82522 0.20392
N: -4.54527 -4.81638 0.65321
C: -5.90508 -4.54569 1.06122
C: -4.15932 -6.21010 0.55931
C: -2.39799 -4.09368 -0.22993
C: -1.50977 -3.04383 -0.49261
C: 2.87749 -2.97315 -1.11117
C: 3.94346 -3.85571 -1.19184
H: 7.57918 -3.42987 0.62000
H: 6.82751 -4.63475 1.68368
H: 7.94103 -5.16659 0.39181
H: 5.98393 -5.31381 -2.28569
H: 7.26574 -5.97444 -1.25015
H: 5.60763 -6.54280 -1.07401
H: 5.65820 -2.84995 1.61789
H: 3.77921 -1.32610 1.74426
H: 1.62234 -0.68279 1.18052
H: 0.64503 -1.56522 -1.57029
H: -0.87462 0.09685 0.59732
H: -3.50253 -0.40998 0.31936
H: -5.13763 -2.19813 0.56537
H: -5.96037 -3.82784 1.88186
H: -6.51942 -4.17857 0.23679
H: -6.33727 -5.48182 1.40435
H: -3.16416 -6.39139 0.98595
H: -4.88475 -6.79013 1.13368
H: -4.16492 -6.58619 -0.47825
H: -2.07331 -5.14279 -0.30565
H: -0.50521 -3.35596 -0.80926
H: 2.15804 -2.91627 -1.93051
H: 3.98426 -4.56766 -2.01183
C: -3.07570 3.27327 2.76060
Si: -1.33460 2.74906 2.37564
C: -0.11192 3.98467 2.98742
C: -0.98820 1.00766 2.94481
O: -1.27119 2.64202 0.71686
C: -0.50338 3.04585 -0.39527
C: -0.96265 4.48120 -0.84362
C: -2.00995 5.17603 -0.22337
C: -2.20451 6.54621 -0.50110
C: -1.42679 7.18043 -1.47819
C: -0.52469 6.42990 -2.24495
C: -0.29578 5.08949 -1.92610
C: 1.00796 3.05909 -0.07842
C: 1.74731 4.23609 0.07800
C: 3.09931 4.17850 0.42785
C: 3.72071 2.95675 0.67624
C: 2.97600 1.78615 0.54728
C: 1.63512 1.85145 0.18043
C: -0.93404 2.11080 -1.55049
C: -2.37741 2.26708 -1.97539
C: -2.72162 0.98119 -2.72924
C: -1.47494 0.09711 -2.73484
N: -0.66271 0.59206 -1.54241
H: -3.34628 3.22264 3.82788
H: -3.22596 4.31701 2.44518
H: -3.79639 2.65145 2.20681
H: -0.33436 4.17328 4.05131
H: 0.92666 3.63763 2.90258
H: -0.19459 4.93690 2.44486
H: -1.14437 1.04139 4.03554
H: -1.68873 0.27479 2.51332
H: 0.03841 0.66661 2.74742
H: -2.68051 4.66706 0.48083
H: -2.94797 7.10559 0.07922
H: -1.55639 8.24648 -1.67570
H: 0.02653 6.90322 -3.05898
H: 0.42397 4.50622 -2.50543
H: 1.30208 5.21492 -0.10327
H: 3.65121 5.11309 0.50331
H: 4.77118 2.93092 0.96922
H: 3.43061 0.82069 0.72129
H: 1.05110 0.95897 0.03811
H: -0.33560 2.48148 -2.40086
H: -3.03540 2.45147 -1.11027
H: -2.45196 3.13392 -2.65184
H: -3.59449 0.47369 -2.30407
H: -2.97762 1.21616 -3.76854
H: -1.67804 -0.97350 -2.58861
H: -0.88266 0.30084 -3.65313
H: 0.32781 0.55023 -1.85542

---

# 2
Below is C39H51FNO2S2SiTi as an isolated structure, with properties calculated with ωB97M-V/def2-TZVPD.

As for the HOMO-LUMO gap (spin up / spin down): 3.86 / 6.33 eV. The spin multiplicity is 3. The total energy is -102239.7152 eV. The net charge is -1. The relative energy (zero: lowest compared OMol25 entry of this formula, charge and spin) is 0.0 kcal per mole.

Geometry (Å):
Ti: 0.22726 0.10239 -0.05727
O: 0.12621 0.93551 -1.97629
S: 0.33072 0.62260 -3.43247
C: -1.37758 0.63324 -4.13374
C: -2.43064 0.98487 -3.08503
C: -2.96056 -0.24851 -2.35355
C: -3.79532 0.09576 -1.12227
S: -2.95059 -0.01579 0.53791
O: -1.59067 -0.65330 0.01683
C: -3.79828 -1.23658 1.33146
C: -4.09140 -2.50377 0.72917
C: -4.80442 -3.44617 1.43884
C: -5.23640 -3.21161 2.74667
C: -4.90369 -1.97901 3.36110
C: -4.20088 -1.02117 2.68360
C: 0.87950 2.20601 -4.05950
C: 1.45176 2.27441 -5.32001
C: 1.90228 3.49944 -5.78850
C: 1.78665 4.63087 -4.99180
C: 1.22552 4.54093 -3.72490
C: 0.76904 3.32209 -3.24441
H: -1.53875 -0.37036 -4.53125
H: -1.35965 1.33820 -4.96374
H: -3.25525 1.49366 -3.59264
H: -2.01438 1.69137 -2.36325
H: -2.12745 -0.88374 -2.04803
H: -3.56963 -0.84038 -3.04591
H: -4.65960 -0.55960 -1.02455
H: -4.15875 1.12458 -1.16026
H: -3.70771 -2.73137 -0.25807
H: -5.01615 -4.40200 0.97072
H: -5.78553 -3.96834 3.29067
H: -5.20061 -1.78935 4.38637
H: -3.94276 -0.08305 3.16337
H: 1.56080 1.37862 -5.92108
H: 2.35885 3.56786 -6.76742
H: 2.14895 5.58442 -5.35393
H: 1.15316 5.42171 -3.10012
H: 0.35761 3.21652 -2.24669
C: 4.34211 -1.09962 -3.58195
Si: 3.16675 -2.52862 -3.24627
C: 4.16020 -4.02153 -2.68792
C: 2.27419 -2.95628 -4.84879
C: 1.97207 -2.01605 -1.99035
C: 1.12330 -1.56659 -1.22412
H: 5.13956 -1.37500 -4.27772
H: 4.79510 -0.75910 -2.64738
H: 3.79815 -0.25036 -4.00591
H: 4.89015 -4.32706 -3.44217
H: 3.50227 -4.86802 -2.48191
H: 4.69604 -3.78456 -1.76637
H: 2.97600 -3.21389 -5.64662
H: 1.67624 -2.10310 -5.17920
H: 1.59653 -3.79969 -4.70160
C: 6.54695 0.00212 1.97930
C: 5.28446 0.41297 1.26391
C: 5.34588 1.21766 0.13544
C: 4.16287 1.59665 -0.49907
C: 4.19300 2.49467 -1.70925
C: 2.95325 1.16409 0.00490
C: 2.84018 0.30682 1.12629
C: 4.06070 -0.03468 1.74600
N: 1.58308 -0.11699 1.47181
C: 1.30801 -0.89029 2.68057
C: 1.74880 -0.15423 3.95983
C: 1.36545 -0.96002 5.20570
C: -0.15660 -1.10368 5.27319
C: -0.64481 -1.83195 4.02018
C: -0.02343 -3.22937 3.97316
C: 1.49917 -3.09761 3.89670
C: 2.00844 -2.34997 5.13435
C: 1.88906 -2.31939 2.63520
C: -0.21920 -1.05560 2.77269
H: 7.43237 0.35793 1.45141
H: 6.61535 -1.08476 2.06159
H: 6.57345 0.40717 2.99365
H: 6.30347 1.55372 -0.24850
H: 5.16498 2.45380 -2.20320
H: 4.00133 3.53501 -1.43225
H: 3.43068 2.20488 -2.43504
H: 2.06277 1.54149 -0.49804
H: 4.07489 -0.67843 2.61105
H: 1.25485 0.82283 3.96851
H: 2.82277 0.03574 3.96171
H: 1.72725 -0.43697 6.09740
H: -0.62121 -0.11454 5.33790
H: -0.44649 -1.66235 6.17067
H: -1.73498 -1.91157 4.02890
H: -0.39702 -3.77245 3.10021
H: -0.31132 -3.80019 4.86351
H: 1.95370 -4.09321 3.86005
H: 3.09919 -2.25288 5.08900
H: 1.77014 -2.91894 6.04029
H: 1.49629 -2.80818 1.73824
H: 2.97377 -2.31041 2.53333
H: -0.68450 -0.06236 2.76281
H: -0.57428 -1.59453 1.89003
F: -0.48075 1.87527 0.38565

---

- relative energy (zero: lowest compared OMol25 entry of this formula, charge and spin) of number 2 (C39H51FNO2S2SiTi)?
  0.0 kcal per mole

---

- Which value of net charge does entry 2 give?
  -1

---

- Which value of relative energy (zero: lowest compared OMol25 entry of this formula, charge and spin) does entry 2 give?
  0.0 kcal per mole

---

- Number 2 is which compound?
  C39H51FNO2S2SiTi